The following is a DFT calculation (ωB97M-V/def2-TZVPD) of a single C4H8O2 molecule.

ORCA input file:
```
! RIJCOSX wB97M-V def2-TZVPD def2/J DEFGRID3
* xyz 0 1
C 1.1585 0.4154 1.4166
C -0.2444 -0.1008 1.2332
O -0.2751 -1.4570 0.7820
C -0.8332 -0.4545 -0.0534
C -0.2105 -0.0210 -1.3566
O -1.1722 -0.2553 -2.3656
H 1.5208 0.0516 2.3838
H 1.2342 1.5076 1.4144
H 1.8121 0.0015 0.6435
H -0.9519 0.1781 2.0163
H -1.9183 -0.5320 -0.1230
H 0.0159 1.0550 -1.2713
H 0.7324 -0.5541 -1.5428
H -0.8685 0.1656 -3.1770
*
```

## Properties
SMILES: C[C@@H]1O[C@@H]1CO
Energy, hartree: -307.6337
HOMO level, eV: -10.1
Maximum force, eV/Å: 0.4
Energy above the lowest of the compared OMol25 structures with the same formula, charge and spin, kcal/mol: 49.4
Kohn-Sham gap, Ha: 0.4017